1.
Here is the ion C4H7ClP with charge +1 at a distorted geometry from the Open Molecules 2025 dataset. Energies are from the ωB97M-V functional and the def2-TZVPD basis.

Total energy, eV: -26062.4470
Net charge: +1
LUMO level, eV: -6.0
Max |F|, Eh/bohr: 0.129
Energy relative to the best compared isomer or geometry (same formula, charge and spin), eV: 2.029
Kohn-Sham gap, Eh: 0.3040

Last column: Löwdin charge in e.
Geometry (Å):
C: 0.829 0.036 -1.125  -0.06
C: 0.304 -0.024 0.069  -0.19
C: 0.766 -0.205 -2.753  0.04
C: -1.494 0.390 2.333  -0.24
P: 0.255 0.180 1.776  0.59
Cl: 1.192 -1.377 2.646  0.33
H: 1.719 0.704 -0.847  0.16
H: 0.586 0.741 -3.261  0.10
H: -0.056 -0.803 -2.920  0.05
H: 1.538 -0.821 -2.930  0.04
H: -2.110 0.935 1.505  0.11
H: -1.497 0.857 3.211  -0.02
H: -2.033 -0.613 2.297  0.09

Atoms 1-3, force components in eV/Å:
C 0.6972 1.5077 -0.3887
C 0.2068 -0.5066 -0.8033
C -2.3328 2.1432 4.1518

=====

2.
Here is an isolated molecule of C4H7ClSi at a distorted geometry from the Open Molecules 2025 dataset. Energies are from the ωB97M-V functional and the def2-TZVPD basis.

Total energy, eV: -24658.5240
Net charge: 0
LUMO level, eV: 0.8
SMILES string: C[SiH](C)C#CCl
Max |F|, Eh/bohr: 0.199
Energy relative to the best compared isomer or geometry (same formula, charge and spin), eV: 2.259
Kohn-Sham gap, Eh: 0.3694

Last column: Löwdin charge in e.
Geometry (Å):
C: 0.114 -1.726 -0.015  -0.27
Si: 0.517 0.115 0.233  0.54
C: 0.796 1.098 -1.454  -0.22
C: -1.051 0.906 0.929  -0.17
C: -2.068 1.057 1.813  -0.73
Cl: -3.208 1.377 2.922  0.70
H: -0.051 -2.226 0.942  0.01
H: -0.691 -2.170 -0.748  0.07
H: 1.078 -2.103 -0.443  0.02
H: 1.810 0.158 1.223  0.01
H: -0.121 1.258 -1.891  -0.03
H: 1.528 1.913 -1.372  0.02
H: 1.346 0.343 -2.140  0.05

Atoms 1-3, force components in eV/Å:
C -0.0778 -0.9243 -1.6724
Si -0.1817 0.6489 -0.4698
C 3.7611 -3.1819 1.2401

=====

3.
Here is a cluster of 2 separate species, C4H7F2N in total at a distorted geometry from the Open Molecules 2025 dataset. Energies are from the ωB97M-V functional and the def2-TZVPD basis.

Total energy, eV: -11181.0988
Net charge: 0
LUMO level (alpha / beta), eV: 0.5 / 0.9
Max |F|, Eh/bohr: 0.071
Energy relative to the best compared isomer or geometry (same formula, charge and spin), eV: 4.800
Kohn-Sham gap (alpha / beta), Eh: 0.2758 / 0.3244

Last column: Löwdin charge in e.
Geometry (Å):
C: -0.958 -1.575 -0.102  -0.07
C: -1.276 -0.366 -0.355  -0.18
C: -2.224 0.693 -0.457  -0.10
C: 1.641 0.302 0.091  -0.40
N: 2.339 1.016 0.971  0.14
F: 1.705 -1.071 0.273  0.01
F: 1.957 0.570 -1.236  0.02
H: -0.052 -2.195 -0.200  0.05
H: -1.712 -2.332 0.238  0.07
H: -3.072 0.023 -0.476  0.09
H: -1.829 1.246 -1.364  0.11
H: -2.120 1.313 0.376  0.06
H: 2.799 1.821 0.530  0.12
H: 2.801 0.556 1.713  0.09

Atoms 1-3, force components in eV/Å:
C -0.7907 -3.2579 0.5240
C 3.1491 0.1566 0.2960
C 1.4155 -0.7467 -1.8469

=====

4.
Here is an isolated molecule of C4H7F2NS at a distorted geometry from the Open Molecules 2025 dataset. Energies are from the ωB97M-V functional and the def2-TZVPD basis.

Total energy, eV: -22019.2015
Net charge: 0
LUMO level, eV: 0.5
SMILES string: NCC(CS)=C(F)F
Max |F|, Eh/bohr: 0.120
Energy relative to the best compared isomer or geometry (same formula, charge and spin), eV: 2.916
Kohn-Sham gap, Eh: 0.3427

Last column: Löwdin charge in e.
Geometry (Å):
N: 0.831 1.472 -0.551  -0.08
C: -0.340 1.057 0.340  -0.26
C: -0.473 -0.379 0.143  -0.25
C: 0.751 -1.248 0.708  -0.49
S: 2.029 -1.563 -0.575  0.60
C: -1.625 -0.896 -0.228  -0.30
F: -2.736 -0.322 -0.690  0.12
F: -1.948 -2.213 -0.206  0.10
H: 1.216 2.446 -0.071  0.13
H: 0.236 1.955 -1.484  0.16
H: -0.090 1.390 1.367  0.13
H: -1.239 1.454 -0.013  0.08
H: 0.336 -2.208 0.915  0.04
H: 1.094 -0.749 1.621  0.07
H: 1.959 -0.196 -1.277  -0.05

Atoms 1-3, force components in eV/Å:
N -1.9723 5.7062 -1.3889
C 2.1627 0.4394 -0.7572
C 1.2937 -1.8335 1.9747

=====

5.
Here is a cluster of 2 separate species, C4H7F2O2S in total at a distorted geometry from the Open Molecules 2025 dataset. Energies are from the ωB97M-V functional and the def2-TZVPD basis.

Total energy, eV: -24626.0524
Net charge: -1
LUMO level, eV: 3.7
Max |F|, Eh/bohr: 0.059
Energy relative to the best compared isomer or geometry (same formula, charge and spin), eV: 1.567
Kohn-Sham gap, Eh: 0.2492

Last column: Löwdin charge in e.
Geometry (Å):
C: -1.745 -1.079 -1.023  -0.08
C: -1.827 -0.069 0.147  -0.06
C: 1.811 0.414 1.226  -0.24
C: -1.405 1.168 0.008  -0.44
O: 3.531 0.169 -0.976  -0.60
O: 1.443 -1.201 -0.850  -0.61
F: -1.420 2.018 1.087  0.04
F: -0.909 1.816 -0.983  0.15
S: 2.038 0.169 -0.749  0.59
H: -0.734 -1.474 -1.065  0.04
H: -2.065 -0.754 -1.975  0.06
H: -2.302 -1.934 -0.763  0.04
H: 0.932 0.363 1.824  -0.01
H: -2.075 -0.481 1.179  0.13
H: 2.373 -0.435 1.620  0.01
H: 2.353 1.309 1.291  -0.03

Atoms 1-3, force components in eV/Å:
C 0.9468 0.4022 1.9929
C 0.0450 -1.4560 -0.5884
C 1.4800 -1.5933 -1.4158

=====

6.
Here is an isolated molecule of C4H7F3N2 at a distorted geometry from the Open Molecules 2025 dataset. Energies are from the ωB97M-V functional and the def2-TZVPD basis.

Total energy, eV: -15392.8790
Net charge: 0
LUMO level, eV: 1.1
SMILES string: CCC1(C(F)(F)F)NN1
Max |F|, Eh/bohr: 0.062
Energy relative to the best compared isomer or geometry (same formula, charge and spin), eV: 0.863
Kohn-Sham gap, Eh: 0.4121

Last column: Löwdin charge in e.
Geometry (Å):
C: -0.837 1.695 -0.532  -0.11
C: 0.143 0.629 -0.987  -0.12
C: 0.103 -0.636 0.097  -0.40
C: 1.178 -0.541 1.155  -0.59
F: 1.147 0.629 1.813  0.15
F: 1.079 -1.502 2.078  0.15
F: 2.401 -0.637 0.612  0.15
N: -0.169 -1.957 -0.360  0.07
N: -1.166 -1.200 0.377  0.08
H: -0.618 2.012 0.486  0.07
H: -1.852 1.307 -0.561  0.07
H: -0.769 2.563 -1.184  0.07
H: 1.166 0.995 -1.005  0.10
H: -0.127 0.224 -1.958  0.10
H: -0.425 -1.994 -1.345  0.10
H: -1.254 -1.587 1.316  0.11

Atoms 1-3, force components in eV/Å:
C 0.1063 -0.0199 -0.1117
C -0.2431 -1.8801 2.3320
C 0.4293 2.2176 -2.2622

=====

7.
Here is a structure of composition C4H7F9FeSSi at a distorted geometry from the Open Molecules 2025 dataset. Energies are from the ωB97M-V functional and the def2-TZVPD basis.

Total energy, eV: -81788.3833
Net charge: +2
LUMO level (alpha / beta), eV: -9.3 / -13.6
Max |F|, Eh/bohr: 0.157
Kohn-Sham gap (alpha / beta), Eh: 0.3213 / 0.0883
2S+1: 5

Last column: Löwdin charge in e.
Geometry (Å):
F: 0.224 -1.673 1.783  0.05
C: 0.219 -1.459 0.287  -0.17
F: 0.741 -2.779 -0.242  0.01
C: 1.348 -0.357 -0.207  -0.08
C: 1.943 0.583 1.012  -0.17
Si: 2.124 2.377 0.232  0.84
C: -1.256 -1.296 -0.369  -0.21
F: -2.077 -2.469 0.106  0.03
F: -1.161 -1.480 -1.864  -0.08
S: -2.204 0.254 -0.037  1.09
F: -3.344 -0.235 -1.271  -0.18
F: -1.422 1.180 -1.247  -0.17
F: -1.207 0.805 1.229  -0.16
F: -3.212 -0.643 1.077  -0.16
F: -3.226 1.599 0.257  -0.13
H: 2.296 -0.940 -0.641  0.19
H: 0.980 0.322 -1.109  0.12
H: 1.246 0.667 1.947  0.13
H: 3.046 0.256 1.330  0.16
H: 1.358 3.389 0.945  -0.01
H: 3.550 2.729 0.302  0.00
H: 1.776 2.350 -1.204  -0.03
Fe: -1.744 -3.178 -2.318  0.92

Atoms 1-3, force components in eV/Å:
F -0.5565 1.1430 -5.2849
C 2.5727 -2.5188 1.3451
F -1.9579 3.8750 1.2389

=====

8.
Here is an isolated molecule of C4H7FN2 at a distorted geometry from the Open Molecules 2025 dataset. Energies are from the ωB97M-V functional and the def2-TZVPD basis.

Total energy, eV: -9958.3429
Net charge: 0
LUMO level, eV: 0.7
SMILES string: [H]/N=C(\CF)NC=C
Max |F|, Eh/bohr: 0.024
Energy relative to the best compared isomer or geometry (same formula, charge and spin), eV: 0.439
Kohn-Sham gap, Eh: 0.3397

Last column: Löwdin charge in e.
Geometry (Å):
H: 1.088 1.724 -0.023  0.04
N: 0.179 1.298 0.001  0.16
C: 0.340 0.036 0.003  -0.41
C: 1.698 -0.656 -0.002  -0.15
F: 2.697 0.282 -0.001  -0.04
N: -0.709 -0.857 -0.001  0.02
C: -2.077 -0.594 -0.001  -0.20
C: -2.675 0.609 0.004  0.01
H: 1.803 -1.278 0.922  0.14
H: 1.812 -1.299 -0.886  0.13
H: -0.447 -1.844 -0.029  0.14
H: -2.639 -1.507 0.012  0.10
H: -2.145 1.556 0.000  0.03
H: -3.759 0.645 -0.015  0.04

Atoms 1-3, force components in eV/Å:
H 0.4780 0.3890 0.0533
N -0.2895 -0.6017 -0.0158
C -0.2399 0.1519 -0.1614

=====

9.
Here is an isolated molecule of C4H7FN2 at a distorted geometry from the Open Molecules 2025 dataset. Energies are from the ωB97M-V functional and the def2-TZVPD basis.

Total energy, eV: -9956.8448
Net charge: 0
LUMO level, eV: 1.1
SMILES string: N/N=C\[C@@H]1C[C@H]1F
Max |F|, Eh/bohr: 0.032
Energy relative to the best compared isomer or geometry (same formula, charge and spin), eV: 1.937
Kohn-Sham gap, Eh: 0.3683

Last column: Löwdin charge in e.
Geometry (Å):
N: -0.992 -0.120 -2.220  -0.01
N: -1.841 0.073 -1.157  -0.04
C: -1.302 0.407 -0.044  -0.17
C: 0.173 0.489 0.216  -0.22
C: 1.037 -0.664 -0.099  -0.09
C: 0.797 -0.390 1.329  -0.28
F: 1.760 0.240 2.045  0.01
H: -1.512 -0.219 -3.080  0.08
H: -0.133 0.406 -2.249  0.08
H: -1.966 0.523 0.808  0.10
H: 0.558 1.500 0.248  0.14
H: 0.506 -1.516 -0.499  0.11
H: 2.056 -0.530 -0.415  0.12
H: 0.252 -1.045 2.011  0.15

Atoms 1-3, force components in eV/Å:
N -0.6533 -0.5243 0.0139
N 0.6145 0.3617 0.2192
C 0.1041 -0.6197 -0.0825